{"formula": "C20H23FMnN3P", "method": "ωB97M-V with the def2-TZVPD basis set", "total_charge": 2, "spin_multiplicity": 6, "energy_ev": -68885.9816, "elements": ["C", "C", "C", "C", "C", "C", "C", "C", "C", "C", "F", "C", "P", "N", "C", "C", "N", "C", "C", "C", "C", "C", "C", "N", "C", "H", "H", "H", "H", "H", "H", "H", "H", "H", "H", "H", "H", "H", "H", "H", "H", "H", "H", "H", "H", "H", "H", "H", "Mn"], "xyz": [[-2.59112, 3.62967, 0.29121], [-2.81459, 2.44364, -0.70411], [-4.04195, 2.34383, -1.53866], [-4.21613, 1.21844, -2.49548], [-3.20872, 0.14331, -2.62812], [-1.99278, 0.24086, -1.80881], [-1.77752, 1.38577, -0.86682], [-0.40815, 1.38578, -0.08363], [-0.39527, 0.07902, 0.81863], [-1.47701, -0.01482, 1.80430], [-2.45337, 0.94905, 1.97850], [-1.50127, -1.20996, 2.70112], [-2.79972, -1.41069, 4.00425], [-2.79971, -0.00381, 4.84286], [-0.48296, -2.26556, 2.56290], [0.64124, -2.18720, 1.56939], [1.54761, -3.25093, 1.56105], [2.50655, -3.00236, 0.63722], [2.60645, -1.78450, -0.25731], [3.82896, -1.67269, -1.22937], [3.82490, -0.39434, -2.14991], [3.96381, 0.97884, -1.35278], [5.15505, -0.50507, -3.05999], [1.67712, -0.78486, -0.25096], [0.67579, -0.99596, 0.68880], [-1.86809, 3.39217, 1.11836], [-3.57169, 3.92713, 0.77188], [-2.16220, 4.53280, -0.24270], [-4.80103, 3.15462, -1.39983], [-5.13770, 1.16585, -3.12265], [-3.41890, -0.68632, -3.34616], [-1.23373, -0.58399, -1.93503], [0.42069, 1.31460, -0.83642], [-0.26826, 2.31553, 0.53562], [-2.50793, -2.51462, 4.86799], [-4.11278, -1.66097, 3.42208], [-2.55350, -0.21236, 5.81994], [-0.54222, -3.17051, 3.22558], [3.31273, -3.78355, 0.52625], [3.85307, -2.61441, -1.84319], [4.75229, -1.59811, -0.57142], [2.97208, -0.38255, -2.89481], [2.93138, 1.43094, -1.25634], [4.44490, 0.82489, -0.34834], [4.57981, 1.74368, -1.90645], [5.90905, -1.06122, -2.41386], [5.61558, 0.49117, -3.27751], [5.00166, -1.15279, -3.96558], [-5.08242, -0.18745, 4.03833]], "mulliken_spin": [0.00, 0.00, 0.00, 0.01, 0.00, 0.00, 0.01, 0.00, 0.01, -0.02, 0.01, 0.01, -0.02, 0.13, 0.00, 0.00, 0.00, 0.00, 0.00, 0.00, 0.00, 0.00, 0.00, 0.00, -0.01, 0.00, 0.00, 0.00, 0.00, 0.00, 0.00, 0.00, 0.00, 0.00, 0.00, 0.00, 0.01, 0.00, 0.00, 0.00, 0.00, 0.00, 0.00, 0.00, 0.00, 0.00, 0.00, 0.00, 4.87]}

{"formula": "C20H23N3O2", "method": "ωB97M-V with the def2-TZVPD basis set", "e_above_lowest_ev": 0.9768, "total_charge": 0, "energy_ev": -29679.5018, "elements": ["C", "C", "C", "C", "C", "N", "C", "O", "C", "C", "C", "C", "C", "C", "N", "C", "N", "C", "C", "C", "C", "O", "C", "C", "C", "H", "H", "H", "H", "H", "H", "H", "H", "H", "H", "H", "H", "H", "H", "H", "H", "H", "H", "H", "H", "H", "H", "H"], "xyz": [[-7.55616, -2.79067, 1.56711], [-7.79527, -2.51906, 0.08646], [-7.25179, -1.16538, -0.37233], [-5.72823, -1.08292, -0.32870], [-5.22660, 0.24470, -0.89909], [-3.78894, 0.34788, -0.82436], [-3.15634, 1.24317, -0.02675], [-3.75144, 2.08087, 0.62193], [-1.66634, 1.13645, -0.03411], [-1.02445, -0.11050, -0.08545], [0.34999, -0.22232, -0.06888], [1.08298, 0.95385, -0.01807], [0.44879, 2.21851, 0.06754], [-0.93541, 2.30939, 0.06631], [1.40430, 3.19999, 0.15824], [2.53799, 2.57884, 0.14293], [2.43258, 1.21743, 0.03382], [3.49348, 0.30231, -0.02828], [4.58352, 0.44187, 0.82002], [5.64064, -0.44876, 0.76242], [5.61717, -1.50151, -0.14711], [6.59245, -2.43658, -0.28477], [7.72666, -2.35812, 0.54543], [4.52088, -1.63497, -1.00297], [3.47386, -0.74294, -0.94933], [-7.96855, -1.98609, 2.17168], [-6.49464, -2.87459, 1.78403], [-8.03566, -3.72143, 1.86186], [-7.33628, -3.31302, -0.50759], [-8.87027, -2.54336, -0.10656], [-7.67137, -0.37671, 0.25522], [-7.58350, -0.98351, -1.39790], [-5.37767, -1.17092, 0.70029], [-5.30263, -1.90935, -0.90532], [-5.54829, 0.35178, -1.94132], [-5.62506, 1.07984, -0.31848], [-3.24573, -0.30977, -1.35941], [-1.61692, -1.01434, -0.09837], [0.83095, -1.18892, -0.07671], [-1.43717, 3.25969, 0.14597], [3.49254, 3.06755, 0.18506], [4.60233, 1.24728, 1.53891], [6.47136, -0.31319, 1.43618], [8.35916, -3.19639, 0.25829], [7.45839, -2.45350, 1.60237], [8.27416, -1.42300, 0.39065], [4.52037, -2.44895, -1.71004], [2.64364, -0.84040, -1.63163]], "lowdin_charge": [-0.11, -0.27, -0.23, -0.20, -0.19, 0.06, -0.46, 0.07, -0.14, -0.04, -0.01, -0.15, -0.22, 0.07, 0.13, -0.13, 0.03, -0.20, -0.01, -0.01, -0.28, -0.08, -0.09, 0.01, -0.01, 0.07, 0.06, 0.07, 0.10, 0.10, 0.12, 0.11, 0.11, 0.12, 0.12, 0.12, 0.13, 0.11, 0.11, 0.13, 0.13, 0.12, 0.10, 0.09, 0.10, 0.10, 0.12, 0.12]}

{"formula": "C20H23N3O2", "method": "ωB97M-V with the def2-TZVPD basis set", "e_above_lowest_ev": 17.0447, "total_charge": 0, "energy_ev": -29663.4338, "elements": ["C", "C", "O", "N", "C", "C", "C", "C", "C", "C", "H", "H", "C", "O", "C", "N", "C", "C", "N", "C", "C", "C", "C", "C", "C", "H", "H", "H", "H", "H", "C", "C", "H", "H", "H", "H", "H", "H", "H", "H", "H", "H", "H", "H", "H", "H", "H", "H"], "xyz": [[-6.77000, -2.87176, 0.11719], [-5.87487, -1.67856, -0.43843], [-6.09657, -0.98972, -1.49022], [-4.97539, -1.37018, 0.41915], [-4.07444, -0.48222, 0.21837], [-4.12169, 0.52814, -0.62444], [-3.20711, 1.48733, -0.50966], [-2.18390, 1.73707, 0.21540], [-2.26171, 0.82220, 1.29116], [-3.12783, -0.23950, 1.39490], [-3.25743, -0.69348, 2.24731], [-1.61720, 0.96038, 2.10641], [-1.15559, 2.63600, 0.13287], [-1.42622, 3.94078, -0.28369], [0.20754, 2.58338, 0.69679], [0.95875, 1.86955, -0.03896], [2.47432, 2.08038, -0.03227], [3.12615, 1.53856, -1.18620], [3.12201, 0.26198, -1.32603], [3.87836, -0.60499, -0.44933], [4.90519, -0.14150, 0.11869], [5.74598, -0.87804, 0.98014], [5.76150, -2.23238, 0.75295], [4.68054, -2.82289, 0.10010], [3.83236, -1.87476, -0.94061], [3.15306, -2.46531, -1.32797], [4.66785, -4.12781, -0.20063], [6.51589, -2.83431, 1.15172], [6.57692, -0.57665, 1.53056], [5.09484, 0.88802, 0.42152], [1.62211, -0.06863, -1.35434], [0.83086, 0.43675, -0.25520], [-0.16862, 0.26383, -0.18892], [1.22592, -0.09259, 0.79613], [1.43309, -1.32352, -1.26941], [1.23668, 0.40923, -2.20241], [4.24460, 1.87252, -1.45310], [2.70043, 1.97933, -1.92379], [2.52367, 3.37202, -0.13107], [2.77101, 2.02529, 0.96011], [0.73137, 3.51281, 1.14324], [0.05060, 2.14084, 2.02764], [-3.18759, 2.29436, -1.44759], [-4.83564, 0.40073, -1.44642], [-5.05138, -1.85742, 1.19726], [-7.13411, -2.72772, 0.97949], [-7.50833, -3.20505, -0.65695], [-6.03600, -3.88245, 0.17855]], "lowdin_charge": [0.04, -0.42, 0.02, 0.12, -0.20, -0.02, -0.06, -0.25, -0.03, 0.08, 0.05, 0.08, -0.20, -0.03, -0.27, -0.16, -0.09, -0.34, -0.07, -0.31, -0.07, -0.05, -0.16, 0.00, 0.07, 0.02, 0.17, 0.08, 0.09, 0.13, -0.10, -0.17, 0.07, 0.19, 0.19, 0.11, 0.20, 0.07, 0.20, 0.09, 0.15, 0.18, 0.20, 0.12, 0.11, -0.02, 0.09, 0.15]}

> What is the formula in the first record?

C20H23FMnN3P